The following is a DFT calculation (the ωB97M-V functional and the def2-TZVPD basis) of C26H16Cl2MnN3O3S2 as an isolated structure.

CARTESIAN COORDINATES (ANGSTROEM)
Mn  0.08330  -1.99715  0.59067
Cl  -3.54415  -1.61454  3.84699
C  -3.58517  -1.13205  2.18842
C  -4.73311  -0.47261  1.70305
C  -4.81967  -0.07873  0.39995
Cl  -6.25333  0.72277  -0.16864
C  -3.74603  -0.31603  -0.49284
C  -3.71991  0.02593  -1.86354
C  -2.62363  -0.27584  -2.62182
C  -1.51831  -0.90387  -2.01595
N  -1.50878  -1.20650  -0.74259
C  -2.60600  -0.95424  0.02240
C  -2.50468  -1.40303  1.37533
O  -1.42593  -2.03511  1.76965
H  -5.55367  -0.28732  2.38177
H  -4.57806  0.51740  -2.30172
H  -2.59034  -0.03751  -3.67536
H  -0.63296  -1.16697  -2.58388
O  3.73933  -1.77344  -0.75868
C  2.82752  -2.46697  -0.37186
O  1.91881  -2.01323  0.47960
C  2.71708  -3.91317  -0.74825
C  3.90543  -4.55557  -1.09076
C  3.92904  -5.90075  -1.40749
C  2.74019  -6.62045  -1.39175
C  1.55133  -5.99374  -1.06678
C  1.51908  -4.63454  -0.74716
S  -0.09828  -3.95698  -0.50492
H  4.81045  -3.96345  -1.09670
H  4.86202  -6.38572  -1.66065
H  2.73748  -7.67564  -1.63369
H  0.62440  -6.55299  -1.06281
S  1.67649  4.28034  2.32774
C  1.12366  2.69013  1.81166
C  0.97636  2.31208  0.47998
C  0.56887  1.02605  0.19854
N  0.31020  0.11915  1.14276
C  0.47498  0.47495  2.41657
C  0.86596  1.74224  2.79664
C  1.25239  5.28175  0.92699
C  2.24833  5.83140  0.13626
C  1.86991  6.62764  -0.93814
N  0.60591  6.88410  -1.25610
C  -0.33973  6.35022  -0.48384
C  -0.07406  5.55391  0.61748
H  1.17741  2.99854  -0.32961
H  0.45566  0.70635  -0.83197
H  0.25486  -0.28478  3.15713
H  0.95572  1.98655  3.84626
H  3.29189  5.64069  0.34541
H  2.62527  7.07113  -1.57668
H  -1.36440  6.57635  -0.75603
H  -0.87912  5.15324  1.21894

Atomic forces in eV per Å
0.367 0.232 0.021
0.023 -0.003 -0.007
-0.199 0.092 0.010
0.092 -0.046 0.003
0.006 0.011 -0.028
0.018 -0.012 0.005
-0.074 0.026 -0.035
-0.031 0.016 0.031
0.084 -0.022 -0.042
-0.177 0.067 0.004
-0.166 0.057 -0.051
0.268 -0.049 -0.146
0.136 -0.133 0.297
-0.374 0.029 -0.002
-0.003 -0.003 0.003
-0.001 -0.007 0.001
-0.003 -0.002 -0.001
-0.004 0.020 -0.030
0.009 -0.012 -0.018
-0.097 -0.040 0.129
0.067 0.057 -0.249
-0.027 -0.016 0.000
0.008 -0.018 -0.004
-0.052 0.010 0.008
0.034 0.014 0.000
-0.012 -0.008 0.005
0.029 0.060 0.000
0.036 -0.094 0.094
0.004 0.003 -0.001
0.005 -0.002 -0.003
-0.001 -0.001 0.001
0.001 -0.003 0.000
-0.012 -0.029 0.121
0.003 0.016 -0.052
-0.042 0.057 0.024
0.024 -0.002 -0.050
0.175 -0.192 -0.134
-0.158 -0.059 0.108
0.012 -0.017 0.017
0.008 -0.004 -0.110
-0.010 0.007 0.012
0.002 0.014 -0.016
0.001 -0.021 0.031
-0.012 0.033 -0.037
0.019 -0.029 0.025
0.000 0.008 0.001
0.017 -0.006 0.091
-0.012 0.002 -0.008
0.012 -0.003 -0.005
0.003 -0.003 -0.007
0.002 0.004 0.000
0.001 0.001 -0.002
0.001 0.001 -0.003

Computed properties:
- HOMO (spin up / spin down) (eV) = -7.977 / -8.103
- frontier orbital gap (spin up / spin down) (eV) = 6.89 / 7.43
- <S²> = 6.122
- multiplicity = 5